Record 1
Density functional theory data (ωB97M-V/def2-TZVPD) for a molecular structure, C17H16AuBNO6.

Each line ends with the Mulliken charge.
CARTESIAN COORDINATES (ANGSTROEM)
Au 0.89 -0.39 -2.81  1.026
O 0.02 -3.55 -5.39  -0.396
C 0.31 -2.44 -4.77  0.278
O 0.42 -2.39 -3.53  -0.732
C 0.48 -1.24 -5.63  0.675
C 0.28 -1.06 -6.99  -0.346
C 0.43 0.24 -7.48  -0.279
C 0.73 1.31 -6.65  -0.452
C 0.92 1.04 -5.30  0.822
N 0.82 -0.20 -4.88  -0.433
C 1.17 2.04 -4.16  0.107
O 1.21 3.21 -4.38  -0.492
O 1.36 1.52 -2.93  -0.656
H -0.09 -4.28 -4.76  0.407
H 0.00 -1.88 -7.63  0.514
H 0.28 0.42 -8.54  0.452
H 0.81 2.32 -7.02  0.502
C -1.97 -0.06 5.46  -1.572
C -0.80 0.75 4.87  1.993
C 0.37 0.74 5.86  -1.562
C -1.26 2.19 4.68  -2.071
C -0.35 0.10 3.56  0.282
C 0.08 -1.23 3.57  -0.420
C 0.52 -1.90 2.43  -1.700
C 0.52 -1.17 1.27  0.985
O 0.91 -1.55 -0.02  -0.424
B 0.70 -0.43 -0.76  0.301
O 0.20 0.63 -0.07  -0.438
C 0.09 0.14 1.24  0.409
C -0.35 0.81 2.36  -0.747
H -2.30 0.40 6.40  0.441
H -1.69 -1.09 5.68  0.328
H -2.82 -0.07 4.77  0.384
H 0.07 1.20 6.80  0.437
H 1.22 1.31 5.47  0.382
H 0.71 -0.27 6.08  0.336
H -1.57 2.60 5.64  0.422
H -2.11 2.26 4.00  0.419
H -0.46 2.82 4.29  0.409
H 0.07 -1.78 4.50  0.405
H 0.85 -2.92 2.46  0.440
H -0.67 1.84 2.29  0.564

Relative energy (zero: lowest compared OMol25 entry of this formula, charge and spin)   0.0 kcal per mole
LUMO level   -4.9512 eV
HOMO   -0.411 Eh
Spin multiplicity   1
Total energy   -1323.99294 Ha
Charge   +1
Frontier orbital gap   6.22 eV

---

Record 2
Density functional theory data (ωB97M-V/def2-TZVPD) for C21H22N2O4 in the gas phase.

Each line ends with the Mulliken charge.
CARTESIAN COORDINATES (ANGSTROEM)
C -6.65 -1.83 -1.11  -1.487
H -6.24 -2.67 -0.56  0.334
H -7.69 -2.02 -1.36  0.387
H -6.08 -1.71 -2.03  0.361
C -6.55 -0.55 -0.27  1.394
C -5.14 -0.27 0.02  -0.655
C -3.99 0.01 0.20  -0.181
C -2.62 0.31 0.43  0.893
C -2.21 1.64 0.51  -0.826
C -0.88 1.94 0.72  -0.070
C 0.05 0.91 0.88  0.528
C -0.37 -0.41 0.83  -0.733
C -1.69 -0.71 0.60  -0.891
H -2.02 -1.74 0.55  0.448
H 0.36 -1.20 0.98  0.551
C 1.49 1.19 1.16  0.175
O 2.08 0.62 2.07  -0.630
N 2.10 2.15 0.41  0.060
C 1.72 2.43 -0.96  -0.716
H 1.66 3.51 -1.11  0.383
C 2.79 1.81 -1.90  -0.955
N 3.44 0.72 -1.20  -0.001
C 2.77 -0.47 -1.20  0.297
O 1.76 -0.62 -1.87  -0.666
C 3.31 -1.60 -0.44  0.652
C 2.65 -2.78 -0.18  -0.332
C 3.55 -3.59 0.54  -0.577
C 4.69 -2.86 0.66  -0.578
O 4.56 -1.66 0.07  -0.375
H 5.63 -3.07 1.12  0.473
H 3.37 -4.57 0.92  0.467
H 1.65 -3.01 -0.48  0.634
C 4.28 1.21 -0.12  -0.648
H 4.50 0.40 0.57  0.319
C 3.52 2.33 0.63  -0.835
H 3.80 3.32 0.26  0.343
H 3.71 2.27 1.70  0.446
H 5.22 1.59 -0.54  0.409
H 2.32 1.42 -2.80  0.437
H 3.56 2.54 -2.17  0.370
H 0.75 1.98 -1.17  0.456
H -0.55 2.97 0.79  0.490
H -2.93 2.44 0.40  0.479
C -7.32 -0.70 1.05  -1.525
H -6.90 -1.51 1.64  0.348
H -8.36 -0.90 0.84  0.393
H -7.25 0.23 1.62  0.383
O -7.14 0.55 -0.95  -0.603
H -6.66 0.70 -1.77  0.376

Relative energy (zero: lowest compared OMol25 entry of this formula, charge and spin)   83.6 kcal per mole
LUMO level   0.5076 eV
HOMO   -0.318 Eh
Spin multiplicity   1
SMILES string   CC(C)(O)C#Cc1ccc(C(=O)N2CCN(C(=O)c3ccco3)CC2)cc1
Total energy   -1223.85510 Ha
Frontier orbital gap   9.15 eV

---

Record 3
Density functional theory data (ωB97M-V/def2-TZVPD) for a molecular structure, C5H8N2O4S.

Each line ends with the Mulliken charge.
CARTESIAN COORDINATES (ANGSTROEM)
C 0.66 -2.52 -1.48  -0.211
C 0.02 0.93 -0.11  0.624
C 0.90 -1.81 -0.23  0.158
C -0.52 -0.46 -0.53  -0.454
C -0.37 3.19 -0.47  -0.716
N 0.02 -2.18 -2.53  -0.540
N 0.71 -2.40 0.97  -0.507
O 1.08 1.11 0.48  -0.577
O -0.20 0.38 -2.97  -0.602
O -2.20 -1.10 -2.59  -0.651
O -0.81 1.91 -0.58  -0.202
S -0.83 -0.69 -2.25  1.168
H 1.15 -3.49 -1.64  0.402
H 1.85 -1.26 -0.37  0.344
H -1.48 -0.63 0.06  0.412
H -1.02 3.80 -1.29  0.215
H 0.70 3.20 -0.58  0.346
H -0.86 3.70 0.46  0.263
H 0.01 -3.07 1.01  0.235
H 0.69 -1.68 1.71  0.293

Relative energy (zero: lowest compared OMol25 entry of this formula, charge and spin)   32.5 kcal per mole
LUMO level   0.1547 eV
HOMO   -0.361 Eh
Spin multiplicity   1
Total energy   -1003.87588 Ha
Frontier orbital gap   9.99 eV